The following is a quantum chemistry calculation of a structure of composition C46H46N3O at a distorted geometry, from OMol25.

Values from the calculation:
Relative energy (zero: lowest compared OMol25 entry of this formula, charge and spin) in kJ/mol: 141.7
HOMO in eV: -9.34
LUMO energy in hartree: -0.117
Total charge: +1
2S+1: 1
Orbital gap in eV: 6.1

Geometry (Å):
1 C -5.46974 -1.79479 -1.98028
2 C -4.28626 -0.97056 -1.56318
3 C -3.62161 -0.18603 -2.50051
4 C -2.44597 0.50573 -2.18815
5 C -1.75869 1.23549 -3.30425
6 C -1.94015 0.41265 -0.87782
7 N -0.61985 0.89761 -0.56895
8 C -0.15479 2.16836 -0.88107
9 C -0.99749 3.33379 -1.01332
10 C -0.47936 4.37846 -1.80763
11 C -1.26254 5.50238 -2.04820
12 C -2.53545 5.60114 -1.46218
13 C -3.02799 4.58551 -0.62893
14 C -2.25426 3.45575 -0.38131
15 N 1.14486 2.17988 -1.00288
16 N 1.58410 0.90561 -0.67556
17 C 3.00407 0.68519 -0.77387
18 C 3.87800 1.71738 -0.35183
19 C 3.43007 2.98988 0.26785
20 C 5.25671 1.54084 -0.48979
21 C 5.79790 0.39453 -1.07019
22 C 7.28512 0.22879 -1.20149
23 C 4.92675 -0.58586 -1.54078
24 C 3.54102 -0.43799 -1.44272
25 C 2.70961 -1.44015 -2.15845
26 C 0.50747 0.10654 -0.43374
27 C 0.40532 -1.13225 0.34850
28 O 0.44026 -0.99393 1.62974
29 C 0.09351 -2.44148 -0.17478
30 C 0.35698 -3.56740 0.73969
31 C -0.61080 -2.62789 -1.42433
32 C -0.41497 -1.75728 -2.51774
33 C -0.98100 -1.98923 -3.76641
34 C -1.87857 -3.04458 -3.92884
35 C -2.14871 -3.88728 -2.84852
36 C -1.49741 -3.72269 -1.62983
37 C -2.69888 -0.21130 0.12237
38 C -2.39046 -0.12037 1.57785
39 C -3.85122 -0.92211 -0.23937
40 H -5.74628 -2.50142 -1.18712
41 H -6.33998 -1.15844 -2.19705
42 H -5.23755 -2.36464 -2.88921
43 H -4.00329 -0.15413 -3.52462
44 H -0.68066 1.02837 -3.35496
45 H -2.19975 0.91718 -4.26012
46 H -1.89815 2.32278 -3.21779
47 H 0.52217 4.26535 -2.22456
48 H -0.87155 6.30011 -2.68135
49 H -3.14405 6.49055 -1.63773
50 H -4.00943 4.67601 -0.16057
51 H -2.59276 2.67233 0.29675
52 H 4.28230 3.68115 0.28344
53 H 2.62048 3.45816 -0.29670
54 H 3.10721 2.84706 1.30574
55 H 5.92681 2.32861 -0.14379
56 H 7.51633 -0.68272 -1.76519
57 H 7.73650 1.08447 -1.72130
58 H 7.76798 0.15652 -0.21715
59 H 5.33471 -1.47936 -2.02875
60 H 3.35498 -2.24014 -2.54276
61 H 1.97866 -1.90782 -1.49590
62 H 2.18413 -1.01306 -3.02425
63 H 0.32359 -4.52539 0.20956
64 H 1.35421 -3.45088 1.18412
65 H -0.37449 -3.57654 1.56124
66 H 0.22619 -0.88549 -2.36318
67 H -0.73865 -1.32134 -4.59628
68 H -2.36652 -3.18419 -4.89424
69 H -2.87452 -4.69381 -2.96576
70 H -1.69002 -4.40653 -0.79629
71 H -3.08635 0.56557 2.08819
72 H -2.48797 -1.10432 2.05703
73 H -1.37792 0.23909 1.74727
74 H -4.41899 -1.43393 0.54586
75 C 0.37817 1.27196 3.37546
76 C 1.69972 2.06235 3.31607
77 C 2.73929 1.00166 3.11001
78 C 2.22377 -0.24338 3.31791
79 C 0.77035 -0.20891 3.32007
80 C -0.13738 -1.16220 4.03910
81 C 0.18288 -2.52346 4.10988
82 C -0.65478 -3.42236 4.77434
83 C -1.82075 -2.95868 5.40057
84 C -2.19719 -1.62377 5.26480
85 C -1.36353 -0.73344 4.58540
86 H -0.15237 1.52484 4.30310
87 H -0.25572 1.53902 2.53084
88 H 1.69807 2.85878 2.55840
89 H 1.82897 2.57259 4.28412
90 H 3.78374 1.25752 2.95254
91 H 2.76655 -1.17446 3.39125
92 H 1.06286 -2.90153 3.58237
93 H -0.39557 -4.47902 4.80505
94 H -2.44939 -3.64393 5.96535
95 H -3.14136 -1.25488 5.67733
96 H -1.69925 0.29982 4.43436

Forces on the atoms, in the same order (eV/Å):
-0.2 -0.2 0.1
0.0 0.2 0.3
0.3 0.2 0.2
0.0 -0.4 -0.1
0.1 0.1 -0.4
-1.2 -0.6 0.3
1.5 0.7 -0.7
0.4 -1.0 0.2
-0.3 1.2 -0.3
-0.6 -0.2 0.2
-0.1 -0.1 0.3
0.1 -0.1 0.0
0.3 0.2 -0.1
0.6 -0.1 -0.4
-0.6 -0.7 0.2
-2.0 0.0 -0.5
1.3 -0.2 -0.3
0.1 -0.7 0.1
0.1 1.0 0.3
-0.3 -0.3 -0.2
-0.1 -0.1 0.1
0.2 -0.1 -0.1
0.1 0.4 0.2
0.0 0.4 0.1
-0.2 -0.7 -0.2
-0.1 1.8 0.5
-0.7 -4.0 -1.9
0.5 0.2 1.7
0.8 3.7 0.9
-0.3 -0.5 0.6
-0.2 -0.4 -1.6
0.0 -0.2 0.1
-0.2 0.0 0.3
0.1 0.2 0.0
0.0 0.0 -0.1
0.4 0.6 0.3
-0.5 -0.2 -0.3
0.2 0.0 0.4
0.2 0.2 -0.2
0.0 0.2 -0.2
0.2 -0.2 0.1
-0.1 0.1 0.2
0.2 0.0 0.3
-0.2 0.1 0.1
0.2 0.2 0.3
0.1 -0.3 0.0
-0.4 0.1 0.0
-0.2 -0.2 0.2
0.2 -0.3 0.0
0.3 0.1 -0.2
-0.1 0.2 -0.3
-0.2 -0.1 0.1
0.4 0.0 0.4
0.0 0.1 -0.4
-0.2 -0.1 -0.1
0.0 0.2 0.1
-0.1 -0.2 0.1
-0.1 0.0 -0.2
-0.2 0.4 0.2
-0.2 0.2 0.1
0.1 0.0 -0.2
0.2 0.0 0.3
0.0 0.2 0.2
-0.2 -0.1 0.0
0.2 -0.2 0.0
-0.2 -0.5 -0.4
-0.2 -0.2 0.2
0.1 -0.1 0.3
0.2 0.2 0.0
0.0 0.2 -0.4
0.1 -0.2 -0.2
0.1 0.3 -0.1
-0.3 -0.2 0.0
0.2 0.1 -0.3
0.4 0.1 -0.4
-0.3 0.2 -0.2
-0.5 -0.8 1.0
0.5 0.7 -0.6
-0.7 0.6 0.8
0.1 0.0 -0.3
-0.1 -0.3 0.0
0.0 0.4 0.1
0.2 0.0 -0.3
0.2 0.3 -0.1
0.1 0.1 -0.2
0.1 -0.4 -0.4
-0.1 0.0 0.1
-0.1 -0.3 0.2
0.3 -0.2 -0.3
-0.1 -0.3 0.1
0.1 0.1 -0.2
-0.2 0.2 0.3
0.0 0.2 0.1
0.1 0.1 -0.2
0.4 -0.2 -0.1
0.2 -0.5 0.2